# 1
# C16H32O

A single C16H32O molecule (ωB97M-V with the def2-TZVPD basis set, the OMol25 dataset).

Geometry as XYZ:
```
49
Properties=species:S:1:pos:R:3:forces:R:3
C 2.5696 3.1810 1.0941 0.16 0.09 -0.16
C 3.2978 3.1982 -0.2451 -0.19 -0.17 -0.05
C 3.4101 1.8135 -0.8850 0.24 0.24 0.20
C 4.3888 0.8933 -0.1559 -0.11 -0.06 -0.33
C 4.4896 -0.5018 -0.7890 0.09 -0.09 0.32
C 3.6574 -1.5720 -0.0797 -0.09 0.21 -0.29
C 2.1527 -1.3170 -0.1164 0.20 -0.43 0.15
C 1.3720 -2.4917 0.4704 -0.18 0.33 0.08
C -0.1264 -2.2167 0.6015 0.17 -0.12 -0.26
C -0.8208 -2.0208 -0.7458 -0.20 -0.13 0.24
C -2.3463 -2.0413 -0.6436 0.24 0.30 -0.02
C -2.9159 -0.8748 0.1615 -0.25 -0.32 -0.17
C -4.4433 -0.8715 0.1299 0.14 0.17 0.24
C -5.0704 0.1925 1.0319 -0.02 0.03 -0.20
C -4.8464 1.6174 0.5291 -0.18 -0.58 0.23
C -5.6340 1.9482 -0.7042 0.38 0.59 0.07
O -6.4612 1.2566 -1.2257 -0.22 -0.25 -0.08
H 3.1172 2.5992 1.8309 0.00 -0.06 0.14
H 2.4594 4.1929 1.4778 -0.05 0.05 0.11
H 1.5775 2.7481 0.9813 -0.13 -0.05 0.04
H 2.7562 3.8563 -0.9292 0.07 0.06 0.00
H 4.2982 3.6158 -0.1095 0.04 0.07 -0.07
H 3.7519 1.9319 -1.9167 -0.04 -0.08 -0.05
H 2.4206 1.3559 -0.9181 -0.09 -0.05 -0.09
H 5.3722 1.3694 -0.1700 0.00 0.05 0.08
H 4.0949 0.7890 0.8890 0.04 0.02 0.14
H 4.1876 -0.4477 -1.8373 0.04 -0.02 -0.10
H 5.5318 -0.8288 -0.7695 0.01 0.00 -0.10
H 3.9838 -1.6473 0.9608 0.03 -0.06 0.05
H 3.8599 -2.5357 -0.5550 0.00 -0.08 0.06
H 1.9187 -0.4181 0.4564 -0.08 0.15 -0.02
H 1.8455 -1.1533 -1.1507 -0.05 0.13 -0.06
H 1.7725 -2.7185 1.4621 0.07 -0.07 0.00
H 1.5240 -3.3753 -0.1544 0.04 -0.08 0.01
H -0.5911 -3.0623 1.1149 -0.09 0.01 0.08
H -0.2699 -1.3310 1.2234 -0.04 0.01 0.11
H -0.5080 -2.8218 -1.4202 0.09 0.01 -0.08
H -0.5075 -1.0734 -1.1885 0.05 0.02 -0.11
H -2.6648 -2.9824 -0.1891 -0.06 -0.07 -0.02
H -2.7651 -2.0058 -1.6526 -0.08 -0.06 -0.01
H -2.5276 0.0581 -0.2531 0.09 0.09 0.04
H -2.5819 -0.9467 1.1985 0.06 0.09 0.07
H -4.7913 -0.7248 -0.8936 -0.04 -0.09 -0.04
H -4.7980 -1.8510 0.4588 -0.03 -0.05 -0.07
H -4.6616 0.0985 2.0405 -0.04 -0.01 0.04
H -6.1465 0.0162 1.0843 0.01 0.02 0.10
H -5.1492 2.3415 1.2925 0.06 0.12 -0.04
H -3.7909 1.8061 0.3226 0.04 0.15 -0.02
H -5.3917 2.9518 -1.1142 -0.11 0.00 -0.13
```
Forces are in eV/Å.

Properties
energy above the lowest of the compared OMol25 structures with the same formula, charge and spin	3.1	kcal per mole
structure (SMILES)	CCCCCCCCCCCCCCCC=O
calculated total energy	-19159.021	eV
multiplicity	1
HOMO-LUMO gap	10.59	eV



# 2
# C3H6N2O

A single C3H6N2O molecule (ωB97M-V with the def2-TZVPD basis set, the OMol25 dataset).

Geometry as XYZ:
```
12
Properties=species:S:1:pos:R:3:forces:R:3
O -2.7854 -0.3781 0.0923 1.20 0.79 0.28
N -1.3732 -0.4869 0.1661 -0.66 -1.41 0.24
C -0.6785 0.5412 0.0041 -0.09 1.02 -0.10
C 0.7986 0.5764 -0.0388 -0.58 -0.50 0.09
C 1.3552 -0.6719 -0.5193 3.45 0.63 0.09
N 1.5710 -0.2355 0.8934 -1.18 -1.19 0.62
H -3.0084 0.5642 0.2469 0.05 -0.41 -0.19
H -1.1486 1.4566 -0.2191 -0.82 1.43 -0.20
H 1.3580 1.4542 -0.3142 -0.66 0.54 -0.13
H 2.2724 -0.5543 -1.1454 -0.80 -0.48 0.61
H 0.7806 -1.5282 -0.6646 -1.10 -0.99 -0.39
H 0.8583 -0.7376 1.4986 1.20 0.56 -0.94
```
Forces are in eV/Å.

Properties
energy above the lowest of the compared OMol25 structures with the same formula, charge and spin	98.4	kcal per mole
structure (SMILES)	O/N=C/[C@@H]1CN1
calculated total energy	-8232.434	eV
multiplicity	1
HOMO-LUMO gap	10.34	eV



# 3
# C7H15NO

A molecular structure, C7H15NO (ωB97M-V with the def2-TZVPD basis set, the OMol25 dataset).

Geometry as XYZ:
```
24
Properties=species:S:1:pos:R:3:forces:R:3
C 1.2498 -0.2767 0.3774 -1.44 1.22 0.83
C 2.3625 0.6055 0.9004 0.10 0.10 0.30
C 1.5619 -0.7836 -1.0217 -0.54 -0.15 -0.11
H 1.0664 -1.1069 1.0615 -0.02 0.00 -0.02
H -0.4938 -0.3593 -0.1562 -4.31 -0.11 -1.93
H 2.1677 0.9536 1.9170 -0.05 -0.04 -0.11
H 2.4966 1.4805 0.2578 0.10 -0.03 -0.04
H 3.3092 0.0547 0.9205 -0.06 0.08 -0.13
H 1.7281 0.0371 -1.7233 0.05 -0.06 0.05
H 2.4455 -1.4312 -0.9965 0.08 0.32 0.15
H 0.7778 -1.4268 -1.4265 -0.15 0.19 0.00
C -0.2830 0.7473 0.6924 4.11 -0.18 2.06
C -1.7551 -0.5022 -0.7844 2.67 -0.58 0.77
N -1.7755 -0.0014 -2.0614 -0.03 0.00 -0.65
C -0.6977 0.7130 1.9772 -0.18 -0.14 -0.81
C -2.5481 -1.3983 -0.2124 0.30 -0.35 0.03
O -0.3508 1.9011 -0.0521 -0.35 -0.22 -0.60
H 0.4359 2.4389 0.1150 -0.17 -0.27 0.05
H -1.6130 0.9963 -2.1170 0.08 -0.21 -0.03
H -2.5441 -0.3104 -2.6499 0.03 0.20 0.20
H -0.5602 -0.1683 2.5867 0.11 0.01 0.00
H -1.3418 1.5004 2.3477 -0.03 -0.05 -0.04
H -2.3912 -1.6581 0.8298 0.17 -0.17 -0.12
H -3.2471 -2.0052 -0.7819 -0.47 0.44 0.14
```
Forces are in eV/Å.

Properties
energy above the lowest of the compared OMol25 structures with the same formula, charge and spin	136.7	kcal per mole
calculated total energy	-11034.748	eV
multiplicity	1
HOMO-LUMO gap	8.39	eV



# 4
# CH20O9

9 unconnected molecules or ions with the total composition CH20O9 (ωB97M-V with the def2-TZVPD basis set, the OMol25 dataset).

Geometry as XYZ:
```
30
Properties=species:S:1:pos:R:3:forces:R:3
O 2.4932 -1.0393 1.7686 2.07 -0.69 1.58
H 1.9834 -0.8821 0.9704 -2.85 1.31 -3.33
H 2.4824 -1.9812 1.9539 0.01 -0.61 0.30
H 2.2423 -0.4996 2.5219 -0.36 0.49 0.36
C -0.5000 -0.2376 -0.2358 -0.31 1.54 0.75
O 0.8676 -0.4272 -0.3247 1.19 -0.89 0.53
H -0.8028 0.0664 0.7662 -0.18 -0.65 0.77
H -0.8208 0.6962 -0.6977 0.16 0.28 -0.95
H -1.2083 -0.9841 -0.5952 0.41 -0.73 -0.07
O -3.4726 1.3597 1.4538 0.17 0.08 0.16
H -3.3999 1.2566 0.5050 0.05 0.04 -0.31
H -3.8512 0.5344 1.7566 -0.23 -0.18 0.09
O -2.8698 -2.8097 -2.0762 -0.17 -0.22 0.07
H -2.6648 -2.0286 -1.5623 0.08 0.17 0.14
H -2.5614 -2.6041 -2.9587 0.07 0.02 -0.24
O -2.0637 0.9635 4.1361 0.19 -0.03 0.31
H -2.6069 0.2605 4.4926 -0.14 -0.14 0.17
H -1.9254 0.7192 3.2210 -0.03 0.21 -0.44
O 2.3537 0.6138 -2.3944 0.36 0.40 -0.89
H 3.2416 0.3636 -2.1388 0.21 0.10 0.00
H 1.7862 0.1344 -1.7908 -0.74 -0.66 0.98
O 1.4712 2.1772 0.8865 0.46 -0.02 1.27
H 1.1695 2.7115 0.1518 -0.13 0.29 -0.39
H 1.2684 1.2780 0.6285 -0.21 -0.45 -0.61
O 1.7458 -2.8953 -1.3104 0.51 -0.88 0.00
H 1.5198 -2.0067 -1.0356 -0.64 1.01 0.28
H 1.4028 -2.9656 -2.2012 -0.02 -0.08 -0.17
O 0.9244 2.9175 -1.6153 -0.50 0.60 -0.05
H 1.2570 2.0520 -1.8532 0.67 -0.50 -0.25
H 0.5383 3.2565 -2.4229 -0.10 0.20 -0.08
```
Forces are in eV/Å.

Properties
energy above the lowest of the compared OMol25 structures with the same formula, charge and spin	80.0	kcal per mole
calculated total energy	-19786.422	eV
multiplicity	1
HOMO-LUMO gap	8.17	eV



# 5
# C6H12O

3 unconnected molecules or ions with the total composition C6H12O (ωB97M-V with the def2-TZVPD basis set, the OMol25 dataset).

Geometry as XYZ:
```
19
Properties=species:S:1:pos:R:3:forces:R:3
C -2.0772 -0.0469 -0.3930 -0.03 -0.06 -0.01
C -0.6344 0.1633 0.0247 0.16 0.05 -0.09
C -0.4201 1.1989 1.1132 0.03 -0.02 0.04
C 0.3542 -0.0397 -0.9466 -0.37 0.07 -0.05
C 1.8047 0.3051 -0.7925 0.05 0.03 0.05
C 1.7431 -1.0735 -0.2488 0.16 -0.12 0.06
O 1.6265 -1.3442 0.9896 -0.17 -0.02 -0.13
H -2.1659 -0.8504 -1.1308 0.02 0.12 0.11
H -2.7093 -0.2936 0.4658 0.11 0.04 -0.12
H -2.4717 0.8740 -0.8412 0.08 -0.12 0.07
H -0.4991 -1.0214 0.9933 -0.07 -0.04 0.00
H -1.2094 1.1382 1.8692 0.11 -0.01 -0.12
H -0.4367 2.2071 0.6804 0.01 -0.14 0.03
H 0.5407 1.0465 1.6113 -0.15 0.06 -0.07
H 0.0514 -0.5032 -1.8818 0.06 0.05 0.15
H 2.3421 0.4191 -1.7331 -0.10 -0.04 0.14
H 2.0498 1.0793 -0.0679 -0.06 -0.12 -0.08
H 1.8356 -1.8955 -0.9717 -0.04 0.12 0.10
H 0.2758 -1.3631 1.2599 0.19 0.12 -0.09
```
Forces are in eV/Å.

Properties
energy above the lowest of the compared OMol25 structures with the same formula, charge and spin	85.7	kcal per mole
calculated total energy	-8460.636	eV
multiplicity	1
HOMO-LUMO gap	9.79	eV